Record 1
{
  "formula": "C13H48BFeN18O10",
  "method": "ωB97M-V/def2-TZVPD",
  "largest_force_ev_per_a": 8.16,
  "total_charge": 1,
  "gap_ev": [3.31, 3.71],
  "lumo_energy_ev": [-1.90, -6.71],
  "e_tot_ha": -3550.25607,
  "multiplicity": 9,
  "e_homo_ev": [-5.205, -10.421],
  "s_squared": 20.0159,
  "symbols": ["Fe", "B", "H", "H", "H", "H", "C", "O", "N", "N", "H", "H", "H", "H", "C", "O", "N", "N", "H", "H", "H", "H", "C", "O", "N", "N", "H", "H", "H", "H", "C", "O", "N", "N", "H", "H", "H", "H", "C", "O", "N", "N", "H", "H", "H", "H", "C", "O", "N", "N", "H", "H", "H", "H", "C", "O", "N", "N", "H", "H", "H", "H", "C", "O", "N", "N", "H", "H", "H", "H", "C", "O", "N", "N", "H", "H", "H", "H", "C", "C", "C", "O", "C", "H", "H", "H", "H", "H", "H", "H", "H"],
  "xyz": [[1.11711, -1.20295, 1.25227], [-0.12891, 0.06812, 0.07354], [0.71703, 0.55297, 0.53565], [-0.66556, -0.47952, 0.83272], [-0.76637, 0.78982, -0.41331], [0.30911, -0.60760, -0.64465], [1.58332, 0.27592, 4.05134], [1.06741, -0.00306, 2.96935], [0.86001, 0.48623, 5.11196], [2.76230, 0.89251, 4.10380], [1.25619, 1.20148, 5.70489], [-0.12867, 0.28102, 5.08942], [3.13083, 1.30020, 4.95120], [2.98964, 1.15392, 3.15508], [2.03982, 2.29495, -2.32222], [2.65886, 2.85730, -3.21694], [0.92208, 1.66289, -2.61062], [2.31014, 2.23990, -1.07255], [0.50529, 0.95416, -2.02404], [0.41817, 1.85041, -3.46562], [3.05508, 2.85806, -0.78441], [1.72530, 1.70696, -0.44483], [0.78400, -3.90156, -0.52734], [1.09032, -2.81306, -0.07893], [1.54013, -4.94404, -0.31252], [-0.36185, -4.24703, -1.08987], [2.42917, -4.70912, 0.10524], [1.25524, -5.87151, -0.59314], [-0.53376, -5.22052, -1.29693], [-1.18383, -3.66404, -1.15739], [-2.53440, -2.25294, -2.00045], [-2.91360, -3.00712, -2.83717], [-1.84464, -1.19830, -2.29332], [-2.70876, -2.36533, -0.70757], [-1.63595, -0.41439, -1.69164], [-1.43858, -1.24077, -3.21712], [-3.52976, -2.80595, -0.31784], [-2.34775, -1.52050, -0.28797], [2.56698, 3.46555, 2.13667], [3.33697, 2.58327, 1.84899], [1.33981, 3.53872, 1.74188], [2.87957, 4.53972, 2.73434], [0.98107, 4.45668, 1.96270], [0.88365, 2.77310, 1.26666], [3.81377, 4.82628, 2.98978], [2.04672, 5.08268, 2.91225], [-2.35761, 2.62629, -3.51069], [-1.23458, 2.44266, -4.00321], [-2.59598, 2.72066, -2.25745], [-3.39299, 2.93525, -4.17164], [-3.49758, 3.13519, -2.06940], [-1.79848, 2.56306, -1.65807], [-3.26830, 2.84987, -5.17027], [-4.34352, 2.89504, -3.83254], [-1.40823, -2.82866, 2.55252], [-0.30942, -2.24377, 2.33408], [-1.51822, -4.13739, 2.45310], [-2.52441, -2.26481, 2.86339], [-2.40345, -4.49656, 2.78096], [-0.73981, -4.74554, 2.24253], [-3.24837, -2.93559, 3.07796], [-2.52994, -1.30587, 3.18040], [2.85132, -2.09471, -3.83504], [3.87733, -1.81311, -3.35932], [2.73185, -2.82229, -4.90408], [1.71838, -1.81522, -3.26505], [1.83747, -3.27333, -5.03344], [3.56273, -3.10794, -5.40222], [0.82147, -1.88324, -3.72443], [1.81210, -1.57673, -2.28810], [4.07602, -0.38396, 0.02814], [2.92669, -0.69061, 0.29113], [4.72055, 0.53059, 0.57372], [4.83095, -0.99603, -0.80429], [5.68733, 0.73225, 0.36212], [4.24201, 1.16257, 1.19960], [5.77925, -0.74281, -1.04245], [4.29589, -1.57440, -1.43619], [-3.45371, 2.56657, 1.17818], [-4.01807, 1.46089, 0.37228], [-4.60739, 0.49115, 1.35755], [-3.85229, 0.64043, 2.56888], [-3.29049, 1.97867, 2.56846], [-3.99293, 3.50808, 1.07375], [-2.48792, 2.84391, 0.75579], [-3.38477, 0.92748, -0.33662], [-4.79181, 1.86122, -0.28284], [-4.54724, -0.53098, 0.98373], [-5.68556, 0.62651, 1.44311], [-2.22287, 1.97320, 2.78812], [-3.91810, 2.56854, 3.23648]],
  "forces_ev_per_angstrom": [[1.068, -0.836, 0.723], [-0.424, 0.330, -0.505], [3.077, 2.294, 1.991], [-2.284, -2.001, 2.839], [-2.224, 2.545, -1.437], [1.444, -2.522, -2.709], [0.791, -4.115, -0.039], [-1.835, 0.007, -4.722], [-1.860, 0.492, 3.724], [1.992, 1.131, -0.395], [-0.478, 0.788, 1.217], [-0.259, 0.327, -0.008], [0.317, 0.527, 0.224], [1.388, 0.885, -0.645], [-0.478, 0.377, -4.587], [0.771, 0.787, 0.595], [-3.024, -2.134, -1.067], [2.387, 0.670, 4.523], [0.263, 0.408, 0.001], [0.318, 0.037, 0.015], [-0.058, -0.548, 0.545], [0.552, 0.406, -0.033], [-1.604, -1.401, 0.388], [0.411, 2.798, 0.159], [2.429, -1.378, 0.491], [-2.084, -0.001, -1.186], [0.079, -0.695, 0.011], [0.577, 0.214, 0.151], [0.078, 0.269, -0.090], [0.431, 0.133, 0.289], [-1.198, -0.229, -1.054], [-0.982, -2.624, -1.834], [2.760, 3.298, -2.232], [-0.598, -0.049, 3.943], [0.088, -0.320, -0.202], [-0.199, 0.632, 0.089], [0.138, 0.083, -0.177], [-0.428, -0.429, 1.178], [0.915, -1.675, -1.906], [1.790, -2.658, -0.080], [-3.708, -0.391, -0.851], [1.495, 4.570, 3.266], [-1.512, -0.923, -1.039], [-0.216, 0.468, 0.130], [-0.371, -0.127, -0.003], [1.347, 0.967, 0.809], [5.026, -0.167, -1.174], [-0.958, -0.507, -0.292], [-0.044, -0.470, 4.783], [-4.561, 0.819, -5.493], [0.703, -0.117, 1.270], [-0.547, 0.400, 0.496], [-0.361, 0.163, 0.004], [0.345, -0.066, -0.058], [3.699, -0.215, -1.203], [-0.901, -0.090, 0.211], [-0.126, -1.936, -0.121], [-2.197, 1.794, 0.816], [0.541, -0.813, -0.213], [-0.144, 0.238, 0.118], [-0.497, 0.999, 0.305], [-0.507, 0.026, -0.144], [-1.423, -1.106, -0.930], [5.559, 1.645, 2.536], [-0.545, -2.038, -3.564], [-3.574, 1.125, 2.343], [0.558, -0.136, -0.557], [-0.385, -0.024, 0.066], [0.319, 0.020, 0.368], [-0.601, 0.322, -0.168], [0.665, -1.282, -0.863], [-4.037, -0.739, 0.476], [2.312, 6.202, 4.771], [0.459, -4.059, -3.582], [-0.436, -0.042, 0.000], [0.238, 0.139, -0.092], [-0.537, 0.033, -0.031], [0.745, -0.296, -0.699], [1.582, 0.761, -0.663], [-1.482, -0.668, -1.755], [-0.214, -0.630, -0.143], [0.257, 0.298, -0.637], [-0.915, 0.276, 0.032], [-0.529, -0.266, 0.554], [0.348, -0.076, 0.158], [0.676, 0.264, 0.349], [-0.286, -0.137, -0.024], [0.438, -0.229, 0.253], [-0.096, 0.481, 0.785], [-0.221, -0.326, 0.673], [0.568, 0.040, 0.538]],
  "mulliken_spin": [0.672, -0.015, 0.119, 0.181, 0.002, 0.051, 2.222, 0.216, 0.509, 0.588, -0.032, -0.019, -0.098, 0.023, -0.005, 0.002, 0.001, 0.003, -0.005, -0.001, 0.006, -0.011, 0.603, 0.677, -0.043, -0.055, -0.030, -0.018, 0.000, -0.003, 0.019, 0.000, -0.002, -0.037, 0.011, 0.000, 0.000, 0.001, 0.276, -0.100, -0.134, -0.013, 0.013, -0.006, 0.002, 0.005, -0.001, 0.000, 0.001, 0.000, 0.000, 0.005, 0.000, 0.000, 1.080, 0.363, -0.086, -0.216, 0.002, -0.012, 0.003, 0.007, -0.001, 0.005, -0.002, 0.002, 0.000, 0.000, 0.006, 0.006, 0.607, 0.623, -0.070, -0.017, 0.011, 0.066, 0.006, 0.023, -0.001, 0.005, 0.005, -0.018, -0.011, -0.001, -0.001, -0.007, 0.001, 0.002, 0.002, 0.045, -0.005]
}

Record 2
{
  "formula": "CH14O5S",
  "method": "ωB97M-V/def2-TZVPD",
  "largest_force_ev_per_a": 0.83,
  "total_charge": -1,
  "gap_ev": [2.03, 8.29],
  "lumo_energy_ev": [2.92, 2.88],
  "e_tot_ha": -820.85337,
  "multiplicity": 2,
  "e_homo_ev": [0.891, -5.413],
  "s_squared": 0.7505,
  "symbols": ["C", "S", "H", "H", "H", "H", "H", "H", "O", "H", "H", "O", "H", "H", "O", "H", "H", "O", "H", "H", "O"],
  "xyz": [[-1.74844, -1.08298, -0.69554], [-2.52440, -0.29850, 0.76974], [-1.67218, -2.14126, -0.48620], [-0.81745, -0.58448, -0.94212], [-2.42622, -0.95288, -1.53769], [-1.62106, -0.82351, 1.61816], [1.88208, 0.61633, -1.02443], [2.12866, 1.18696, -2.43411], [2.33628, 0.41522, -1.86995], [-1.68963, 3.48724, 0.71187], [-2.18279, 2.28959, -0.09836], [-1.37204, 2.74799, 0.19103], [1.02684, -1.88169, 1.84340], [1.58192, -1.30303, 0.51653], [0.80067, -1.28627, 1.11061], [3.73187, -2.37523, -0.63976], [2.97062, -1.22977, -1.32242], [2.90178, -1.89862, -0.61199], [1.03166, 0.67188, 0.98155], [0.32274, 1.90990, 0.22985], [1.17813, 1.51398, 0.50664]],
  "forces_ev_per_angstrom": [[-0.694, 0.431, 0.113], [0.011, -0.329, -0.307], [0.431, -0.127, -0.146], [0.207, -0.282, 0.101], [-0.116, 0.056, 0.046], [0.031, 0.146, 0.110], [0.028, 0.473, 0.032], [0.164, -0.672, 0.463], [-0.202, 0.514, -0.475], [-0.141, 0.383, 0.294], [0.175, -0.031, 0.174], [0.157, -0.229, -0.611], [-0.023, 0.278, -0.313], [-0.290, -0.481, 0.307], [0.356, -0.014, 0.207], [0.143, -0.129, 0.157], [-0.212, 0.007, 0.164], [0.155, 0.125, -0.437], [-0.575, 0.555, -0.106], [0.001, -0.388, 0.616], [0.395, -0.289, -0.391]],
  "mulliken_spin": [1.134, -0.128, -0.156, -0.052, -0.245, 0.051, -0.002, -0.014, 0.063, -0.191, 0.067, 0.147, 0.032, 0.072, -0.316, -0.122, 0.014, 0.310, 0.030, -0.033, 0.337]
}

Record 3
{
  "formula": "C5H12N2O",
  "method": "ωB97M-V/def2-TZVPD",
  "largest_force_ev_per_a": 1.40,
  "smiles": "C=C(C)OC.C=NN",
  "gap_ev": 9.20,
  "lumo_energy_ev": 0.94,
  "e_tot_ha": -382.36330,
  "e_homo_ev": -8.261,
  "symbols": ["C", "C", "C", "O", "C", "H", "H", "H", "H", "H", "H", "H", "H", "C", "N", "N", "H", "H", "H", "H"],
  "xyz": [[3.46813, -0.22510, -0.74646], [2.34922, 0.12141, -0.08688], [1.77802, 1.51461, 0.00413], [1.67341, -0.85285, 0.58947], [0.29882, -0.68225, 0.89284], [3.98905, 0.55478, -1.31829], [3.81384, -1.24941, -0.73788], [1.51177, 1.75706, 1.03737], [0.87916, 1.58590, -0.61430], [2.50333, 2.26830, -0.33890], [-0.27679, -0.31842, -0.00642], [-0.01490, -1.68270, 1.17690], [0.15058, -0.00262, 1.76220], [-2.58138, -0.95491, -0.74898], [-2.56142, 0.12536, -0.08614], [-3.78886, 0.72304, 0.18205], [-1.67768, -1.50208, -0.96826], [-3.51268, -1.42712, -1.07907], [-4.51988, 0.55016, -0.51569], [-3.65804, 1.70758, 0.32739]],
  "forces_ev_per_angstrom": [[-0.626, 0.933, 0.084], [0.419, -0.046, -0.240], [0.349, 0.073, -0.235], [0.366, -0.128, 0.059], [-0.184, 0.586, -0.438], [-0.072, -0.551, 0.428], [0.013, 0.068, -0.118], [-0.008, -0.057, -0.133], [0.006, 0.132, 0.131], [-0.249, -0.393, 0.034], [0.648, -0.331, 1.195], [-0.327, 0.054, -0.014], [-0.025, -0.297, -0.641], [-0.605, -0.211, 0.090], [-0.558, 0.122, -0.304], [0.166, -0.444, -0.252], [0.231, 0.174, 0.133], [-0.016, 0.189, -0.066], [0.400, -0.042, 0.235], [0.072, 0.169, 0.054]],
  "lowdin_charge": [0.047, -0.433, -0.044, -0.126, -0.104, 0.059, 0.056, 0.082, 0.080, 0.085, 0.057, 0.090, 0.098, -0.082, -0.120, -0.017, 0.050, 0.070, 0.082, 0.068]
}